w | Formula: C4H14N2O
Source: the Open Molecules 2025 dataset
Level of theory: ωB97M-V/def2-TZVPD

Bonds (Å) are listed after each position.
Atoms and positions in Å:
1 C 1.08834 -0.49142 1.21336  N2 1.464, C3 1.478, H7 1.084, H8 1.108
2 N 2.47749 -0.91621 1.02948  C1 1.464, H9 1.017, H10 1.014
3 C 0.40728 0.05350 0.01972  C1 1.478, C4 1.533, H11 1.111, H12 1.104
4 C -1.07462 0.36455 0.25708  C3 1.533, C5 1.549, H13 1.091, H14 1.096
5 C -1.46113 1.64816 1.03353  C4 1.549, N6 1.486, H15 1.097, H16 1.088
6 N -2.94186 1.77816 1.04784  C5 1.486, H17 1.003, H18 1.011
7 H 1.04978 0.24992 2.00290  C1 1.084
8 H 0.66374 -1.36404 1.74715  C1 1.108
9 H 2.59869 -1.64265 0.32796  N2 1.017
10 H 3.21568 -0.27334 0.76526  N2 1.014
11 H 0.42811 -0.63379 -0.85335  C3 1.111
12 H 0.84015 1.04555 -0.19629  C3 1.104
13 H -1.76303 -0.39411 0.63349  C4 1.091
14 H -1.49287 0.53634 -0.74169  C4 1.096
15 H -1.30243 1.59733 2.11822  C5 1.097
16 H -0.93906 2.54020 0.69518  C5 1.088
17 H -3.46739 0.94632 1.24054  N6 1.003
18 H -3.19888 2.22725 0.17902  N6 1.011
19 H 1.87167 -1.72044 -3.14696  O21 0.982
20 H 1.49141 -2.75946 -4.29810  O21 0.968
21 O 1.17676 -2.00430 -3.78037  H19 0.982, H20 0.968

Results
charge = -1
spin multiplicity = 2
HOMO energy (spin up / spin down) = 1.062 / -5.799 eV

natural (NBO) atomic charge list, values in e, 6 entries: C -0.241; N -0.925; C -0.525; C -0.413; C -0.218; N -0.864

x | Formula: C4H14N2O
Source: the Open Molecules 2025 dataset
Level of theory: ωB97M-V/def2-TZVPD

Bonds (Å) are listed after each position.
Atoms and positions in Å:
1 C 2.00288 -0.55201 -1.37190  C2 1.595, H7 1.056, H8 1.056, H9 1.094
2 C 0.85432 -0.43803 -0.27100  C1 1.595, C3 1.553, N6 1.512, H10 1.118
3 C 0.56867 1.06326 0.00799  C2 1.553, C4 1.633, H11 1.139, H12 1.160
4 C -0.93070 1.53449 -0.43605  C3 1.633, N5 1.426, H13 1.207, H14 1.101
5 N -1.62799 2.44275 0.41434  C4 1.426, H15 1.038, H16 1.026
6 N 1.40831 -1.09293 0.97377  C2 1.512, H17 1.033, H18 0.972
7 H 1.64386 -0.49533 -2.36348  C1 1.056
8 H 2.90173 -0.06233 -1.11223  C1 1.056
9 H 2.23878 -1.60162 -1.57316  C1 1.094
10 H 0.05671 -1.11620 -0.66382  C2 1.118
11 H 1.35721 1.50707 -0.68426  C3 1.139
12 H 0.81057 1.41645 1.08632  C3 1.160
13 H -0.73696 2.20424 -1.42092  C4 1.207
14 H -1.47178 0.60146 -0.65735  C4 1.101
15 H -0.88232 3.04349 0.81559  N5 1.038
16 H -2.13397 1.99727 1.18771  N5 1.026
17 H 2.20782 -0.67308 1.47512  N6 1.033
18 H 1.61811 -2.03797 0.88347  N6 0.972
19 H -2.11521 -1.95827 1.27996  O21 0.875
20 H -1.68378 -2.21587 -0.07426  O21 0.833
21 O -2.15551 -2.46304 0.56628  H19 0.875, H20 0.833

Results
charge = -1
spin multiplicity = 2
HOMO energy (spin up / spin down) = 1.328 / -5.271 eV

natural (NBO) atomic charge list, values in e, 6 entries: C -1.063; C -0.249; C -0.480; C -0.262; N -0.849; N -0.904

y | Formula: C4H14N2O
Source: the Open Molecules 2025 dataset
Level of theory: ωB97M-V/def2-TZVPD

Bonds (Å) are listed after each position.
Atoms and positions in Å:
1 C -0.15576 1.02444 -1.60202  N2 1.422, H7 1.095, H8 1.091, H9 1.127
2 N 0.16363 -0.12166 -0.82411  C1 1.422, C4 1.494, H10 1.011
3 C 0.27714 1.53319 1.14926  C4 1.544, H11 1.096, H12 1.100, H13 1.094
4 C 0.60787 0.13678 0.57833  N2 1.494, C3 1.544, C5 1.581, H14 1.107
5 C -0.08256 -0.94703 1.49885  C4 1.581, N6 1.487, H15 1.095, H16 1.080
6 N 0.08764 -0.64988 2.94606  C5 1.487, H17 1.015, H18 1.016
7 H 0.69283 1.69007 -1.78851  C1 1.095
8 H -0.54916 0.81045 -2.59660  C1 1.091
9 H -1.13391 1.39903 -1.18543  C1 1.127
10 H -0.55994 -0.82591 -0.77229  N2 1.011
11 H -0.79123 1.71801 0.99191  C3 1.096
12 H 0.85510 2.29431 0.60529  C3 1.100
13 H 0.49960 1.80778 2.18460  C3 1.094
14 H 1.70842 0.01663 0.60776  C4 1.107
15 H -1.09558 -0.60217 1.26487  C5 1.095
16 H 0.22372 -1.94612 1.22649  C5 1.080
17 H -0.82314 -0.78762 3.37282  N6 1.015
18 H 0.71508 -1.37596 3.27958  N6 1.016
19 H -0.86639 -2.00992 -3.29520  O21 0.975
20 H 0.47975 -1.83513 -4.01161  O21 0.969
21 O -0.25312 -1.32930 -3.63003  H19 0.975, H20 0.969

Results
charge = -1
spin multiplicity = 2
HOMO energy (spin up / spin down) = 1.114 / -4.728 eV

natural (NBO) atomic charge list, values in e, 6 entries: C -0.481; N -0.658; C -0.644; C -0.054; C -0.436; N -0.852

Last place for stability: x

w | Formula: C5H12NO3P
Source: the Open Molecules 2025 dataset
Level of theory: ωB97M-V/def2-TZVPD

Bonds (Å) are listed after each position.
Atoms and positions in Å:
1 C 1.82338 -0.63874 1.01092  C2 1.594, H8 1.122, H9 1.107, H10 1.131
2 C 0.23769 -0.47658 1.00359  C1 1.594, C3 1.548, O4 1.469, H11 1.191
3 C -0.23218 0.45141 2.15019  C2 1.548, H12 1.061, H13 1.088, H14 1.179
4 O -0.33857 0.06759 -0.23376  C2 1.469, P5 1.645
5 P -1.24532 -0.98135 -1.11890  O4 1.645, C6 1.826, O7 1.668
6 C -1.44130 0.05913 -2.60628  P5 1.826, H15 1.187, H16 1.076, H17 1.093
7 O -2.72966 -0.93452 -0.35973  P5 1.668, H18 0.924
8 H 1.89126 -1.18947 1.98575  C1 1.122
9 H 2.03944 -1.37198 0.20992  C1 1.107
10 H 2.28448 0.39303 1.06670  C1 1.131
11 H -0.11651 -1.60507 1.14130  C2 1.191
12 H -0.61241 1.37460 1.79081  C3 1.061
13 H 0.62686 0.66624 2.78170  C3 1.088
14 H -1.12362 -0.02464 2.75749  C3 1.179
15 H -1.59296 -0.70093 -3.50523  C6 1.187
16 H -2.24658 0.76460 -2.49443  C6 1.076
17 H -0.54277 0.64518 -2.81803  C6 1.093
18 H -3.20758 -0.14420 -0.32918  O7 0.924
19 N -0.96694 -3.94857 1.79193  C20 1.190, H22 1.001
20 C 0.06103 -4.16734 2.35048  N19 1.190, O21 1.170
21 O 1.11399 -4.01232 2.83751  C20 1.170
22 H -1.72723 -4.59802 1.74246  N19 1.001

Results
HOMO energy = -8.671 eV
SMILES string = CC(C)OP(C)O.N=C=O

natural (NBO) atomic charge list, values in e, 6 entries: C -0.642; C 0.099; C -0.642; O -0.834; P 1.339; C -1.013

x | Formula: C5H12NO3P
Source: the Open Molecules 2025 dataset
Level of theory: ωB97M-V/def2-TZVPD

Bonds (Å) are listed after each position.
Atoms and positions in Å:
1 C -1.63775 -0.70984 0.90959  C5 1.589, O7 1.261, O8 1.201
2 C 0.73822 -1.66159 -0.40132  C4 1.544, H11 1.075, H12 1.034, H13 1.044
3 C 1.42421 0.34900 0.96407  C4 1.553, O9 1.415, H14 1.171, H15 1.170
4 C 0.63085 -0.12585 -0.28361  C2 1.544, C3 1.553, C5 1.474, H16 1.165
5 C -0.74369 0.28635 0.05325  C1 1.589, C4 1.474, P10 1.873
6 N -1.94466 0.13839 -1.65398  H18 1.011, H19 1.020
7 O -2.64710 -1.21900 0.35089  C1 1.261, H17 1.146
8 O -1.21486 -0.80903 2.02949  C1 1.201
9 O 2.79902 0.11609 0.72606  C3 1.415, H20 0.913
10 P -1.09687 2.03379 0.62809  C5 1.873, H21 1.520, H22 1.500
11 H -0.04498 -2.02057 -1.04388  C2 1.075
12 H 1.65159 -1.82682 -0.85748  C2 1.034
13 H 0.86484 -2.19749 0.48581  C2 1.044
14 H 1.01664 1.42443 1.18617  C3 1.171
15 H 1.24374 -0.31600 1.91001  C3 1.170
16 H 0.80982 0.48400 -1.25991  C4 1.165
17 H -2.59834 -0.81550 -0.72061  O7 1.146
18 H -2.45416 1.01118 -1.61870  N6 1.011
19 H -1.23657 0.06520 -2.38397  N6 1.020
20 H 3.28854 0.73160 1.19043  O9 0.913
21 H -1.26896 1.66863 2.09395  P10 1.520
22 H -2.59276 1.92362 0.65990  P10 1.500

Results
HOMO energy = -9.494 eV

natural (NBO) atomic charge list, values in e, 6 entries: C 0.725; C -0.614; C -0.058; C -0.376; C -0.015; N -0.961

Last place for stability: x

w | Formula: C4H6NO3
Source: the Open Molecules 2025 dataset
Level of theory: ωB97M-V/def2-TZVPD

Bonds (Å) are listed after each position.
Atoms and positions in Å:
1 N -0.57677 2.00744 -0.20050  C2 1.471, H9 1.034, H10 1.010
2 C 0.01751 0.70097 0.12347  N1 1.471, C3 1.535, C6 1.573, H11 1.085
3 C -0.03212 -0.28605 -1.05096  C2 1.535, C4 1.515, H12 1.084, H13 1.096
4 C 1.32594 -0.90504 -1.30968  C3 1.515, O5 1.204, H14 1.113
5 O 1.82663 -1.14279 -2.37848  C4 1.204
6 C -0.70657 0.02780 1.34696  C2 1.573, O7 1.252, O8 1.247
7 O -0.23756 -1.10140 1.61443  C6 1.252
8 O -1.58839 0.72321 1.88963  C6 1.247
9 H -1.24977 2.15277 0.57132  N1 1.034
10 H -1.19796 1.86149 -0.98304  N1 1.010
11 H 1.03529 0.80998 0.48181  C2 1.085
12 H -0.49600 0.11383 -1.94523  C3 1.084
13 H -0.58398 -1.17635 -0.72686  C3 1.096
14 H 1.76052 -1.13021 -0.30965  C4 1.113

Results
charge = -1
HOMO energy = -4.355 eV
SMILES string = N[C@H](CC=O)C(=O)[O-]

natural (NBO) atomic charge list, values in e, 6 entries: N -0.858; C -0.172; C -0.527; C 0.471; O -0.573; C 0.758

x | Formula: C4H6NO3
Source: the Open Molecules 2025 dataset
Level of theory: ωB97M-V/def2-TZVPD

Bonds (Å) are listed after each position.
Atoms and positions in Å:
1 O 0.91149 0.04724 1.92238  C2 1.245
2 C 0.44651 -0.17877 0.78962  O1 1.245, N3 1.516, C7 1.438, H10 1.251
3 N 0.89434 0.67999 -0.37633  C2 1.516, C4 1.465, H9 1.021
4 C 2.20708 0.43523 -0.97788  N3 1.465, O5 1.233, O6 1.259
5 O 3.14462 0.05745 -0.27129  C4 1.233
6 O 2.18128 0.56288 -2.23012  C4 1.259
7 C -0.83855 -0.74481 0.47902  C2 1.438, C8 1.537, H11 1.086
8 C -1.98897 0.21851 0.14591  C7 1.537, H12 1.094, H13 1.085, H14 1.094
9 H 0.26151 0.25806 -1.05673  N3 1.021
10 H 0.60998 -1.27276 0.20472  C2 1.251
11 H -1.06443 -1.60233 1.10577  C7 1.086
12 H -1.70216 1.10665 0.71677  C8 1.094
13 H -2.05949 0.48933 -0.90247  C8 1.085
14 H -3.00319 -0.05667 0.45061  C8 1.094

Results
charge = -1
HOMO energy = -4.129 eV

natural (NBO) atomic charge list, values in e, 6 entries: O -0.595; C 0.314; N -0.686; C 0.848; O -0.749; O -0.805

Last place for stability: x

w | Formula: C2H6NO2
Source: the Open Molecules 2025 dataset
Level of theory: ωB97M-V/def2-TZVPD

Bonds (Å) are listed after each position.
Atoms and positions in Å:
1 C 0.81637 0.49635 -1.09003  N3 1.440, H6 1.101, H7 1.100, H8 1.100
2 C -0.05559 1.02325 1.01773  N3 1.301, O5 1.243, H9 1.132
3 N 0.10414 0.11379 0.10141  C1 1.440, C2 1.301
4 O -1.06711 -2.45381 0.40394  H10 0.997, H11 0.957
5 O 0.29134 2.21493 1.07692  C2 1.243
6 H 0.18752 0.31805 -1.97596  C1 1.101
7 H 1.11402 1.55500 -1.08253  C1 1.100
8 H 1.72284 -0.11711 -1.20198  C1 1.100
9 H -0.62890 0.59049 1.89208  C2 1.132
10 H -0.53469 -1.61866 0.29105  O4 0.997
11 H -1.94994 -2.12229 0.56737  O4 0.957

Results
charge = -1
HOMO energy = -3.514 eV

natural (NBO) atomic charge list, values in e, 6 entries: C -0.432; C 0.468; N -0.735; O -1.016; O -0.788; H 0.159

x | Formula: C2H6NO2
Source: the Open Molecules 2025 dataset
Level of theory: ωB97M-V/def2-TZVPD

Bonds (Å) are listed after each position.
Atoms and positions in Å:
1 C -2.32907 1.70091 1.00594  O2 1.441, H3 1.181, H4 1.160, H5 1.090
2 O -1.44709 1.58927 -0.12799  C1 1.441, H10 1.048
3 H -2.93512 0.73258 1.30626  C1 1.181
4 H -1.85850 2.13497 1.97335  C1 1.160
5 H -3.04739 2.44027 0.65321  C1 1.090
6 C 1.32567 -1.38355 -0.70287  N7 1.376, O8 1.307, H9 1.153
7 N 0.64297 -0.39580 -0.03122  C6 1.376, H11 1.059
8 O 2.40450 -2.05615 -0.39848  C6 1.307
9 H 1.16656 -1.40685 -1.84487  C6 1.153
10 H -0.54586 1.13378 -0.40840  O2 1.048
11 H 1.08063 -0.43333 0.93225  N7 1.059

Results
charge = -1
HOMO energy = -3.662 eV

natural (NBO) atomic charge list, values in e, 6 entries: C -0.214; O -0.858; H 0.147; H 0.143; H 0.163; C 0.448

Last place for stability: x